(1)
Density functional theory data (ωB97M-V/def2-TZVPD) for C5H8O as an isolated structure.

Structure (XYZ):
```
14
Properties=species:S:1:pos:R:3:forces:R:3:nbo_charge:R:1
O 1.4188 0.5981 1.5206 0.18 0.12 -0.04 -0.6728
C 0.4661 0.3163 0.5585 0.02 -0.17 -0.13 0.1620
C 0.5573 0.8375 -0.8472 0.09 0.05 -0.02 -0.5377
C -0.9464 0.9292 -0.6014 0.02 -0.16 -0.15 -0.0075
C -1.3036 -0.5709 -0.4771 -0.16 0.01 0.01 -0.5087
C -0.1761 -1.0594 0.4705 0.05 -0.01 0.06 -0.4242
H 2.1587 1.0539 1.1020 -0.09 -0.06 0.09 0.4822
H 1.0556 1.8050 -0.9455 -0.08 -0.14 0.03 0.2162
H 0.9075 0.1129 -1.5864 -0.09 0.07 0.09 0.2085
H -0.5150 0.9684 0.8494 -0.07 -0.02 0.09 0.2131
H -2.3094 -0.7398 -0.0837 0.17 0.04 -0.06 0.2149
H -1.2484 -1.0262 -1.4747 0.01 0.10 0.11 0.2231
H -0.5668 -1.3974 1.4338 0.03 0.06 -0.13 0.2213
H 0.5016 -1.8277 0.0812 -0.08 0.11 0.05 0.2095
```
Positions in Å, forces in eV/Å.

Its net charge is 0. Its energy above the lowest of the compared OMol25 structures with the same formula, charge and spin is 4.589 eV. The calculation puts the highest occupied orbital energy at -8.19 eV. As for the HOMO-LUMO gap: 8.955 eV.

(2)
Density functional theory data (ωB97M-V/def2-TZVPD) for one molecule with the formula C5H8O.

Structure (XYZ):
```
14
Properties=species:S:1:pos:R:3:forces:R:3:nbo_charge:R:1
C -2.0978 0.4422 0.6394 -0.06 0.08 0.08 -0.5987
C -0.7149 -0.1336 0.9249 -0.19 -0.16 -0.13 -0.4606
C 0.2216 0.0011 -0.2343 0.31 0.07 -0.53 -0.0544
C 1.5121 -0.3553 -0.2330 -0.43 0.12 0.13 -0.3550
C 2.3500 -0.2225 -1.4459 0.31 -0.01 -0.05 0.4017
H -2.7501 0.3121 1.5128 0.05 0.02 -0.31 0.2137
H -2.0166 1.5130 0.4352 -0.09 -0.05 0.00 0.2067
H -2.5579 -0.0298 -0.2410 0.09 0.07 0.32 0.2080
H -0.2805 0.3509 1.7971 0.06 0.05 0.14 0.2197
H -0.8080 -1.1941 1.1781 0.05 0.01 0.02 0.2209
H -0.1902 0.4167 -1.1677 0.22 -0.22 0.35 0.2158
H 1.9610 -0.7573 0.6735 0.07 -0.04 -0.18 0.2039
H 3.3846 -0.6647 -1.3750 -0.55 0.24 -0.05 0.1079
O 1.9867 0.3214 -2.4641 0.15 -0.19 0.21 -0.5297
```
Positions in Å, forces in eV/Å.

Its net charge is 0. Its energy above the lowest of the compared OMol25 structures with the same formula, charge and spin is 1.024 eV. Its structure (SMILES) is CC/C=C/C=O. The calculation puts the highest occupied orbital energy at -9.82 eV. As for the HOMO-LUMO gap: 10.093 eV.

(3)
Density functional theory data (ωB97M-V/def2-TZVPD) for one molecule with the formula C5H8O.

Structure (XYZ):
```
14
Properties=species:S:1:pos:R:3:forces:R:3:nbo_charge:R:1
C -1.8922 0.0244 0.4681 0.01 -0.04 0.03 -0.6988
C -0.4157 0.1325 0.3161 -0.18 -0.04 0.18 0.6057
C 0.2832 0.8501 -0.7653 -0.16 0.07 0.04 -0.5266
C 1.2349 -0.3042 -0.9690 0.11 -0.15 0.01 -0.5178
C 1.6763 -0.5824 0.3940 0.28 -0.08 0.05 -0.1286
O 0.3241 -0.4543 1.2152 -0.23 0.20 -0.29 -0.4900
H -2.1736 -0.7771 1.1540 0.04 0.13 -0.09 0.2366
H -2.3013 0.9780 0.8259 0.09 -0.08 -0.06 0.2461
H -2.3336 -0.1636 -0.5162 0.07 0.04 0.13 0.2482
H 0.7784 1.7676 -0.4008 -0.05 -0.13 -0.01 0.2104
H -0.3741 1.1030 -1.6001 0.09 -0.07 0.14 0.2303
H 0.8792 -1.1519 -1.5526 0.07 0.10 0.02 0.1937
H 2.3129 0.1755 0.8662 -0.09 -0.09 -0.09 0.1858
H 2.0213 -1.5884 0.6315 -0.05 0.15 -0.07 0.2051
```
Positions in Å, forces in eV/Å.

Its net charge is 0. Its energy above the lowest of the compared OMol25 structures with the same formula, charge and spin is 3.789 eV. The calculation puts the highest occupied orbital energy (alpha / beta) at -6.67 / -6.67 eV. As for the HOMO-LUMO gap (alpha / beta): 7.082 / 7.086 eV.